{
  "formula": "C20H21ClCuN3",
  "method": "ωB97M-V with the def2-TZVPD basis set",
  "elements": ["Cu", "C", "C", "C", "C", "C", "C", "C", "C", "C", "C", "N", "C", "C", "C", "C", "C", "N", "H", "H", "H", "H", "H", "H", "H", "H", "H", "H", "H", "H", "H", "H", "H", "H", "H", "Cl", "C", "C", "C", "C", "N", "C", "H", "H", "H", "H"],
  "positions_angstrom": [[-0.5571, -0.0995, -1.4720], [-1.8896, 0.8083, 4.4770], [-1.9586, -0.3542, 3.4419], [-0.5437, -0.9158, 3.0656], [0.1013, -1.4703, 4.0967], [1.3240, -2.0120, 4.0154], [1.9756, -2.0367, 2.7618], [1.3326, -1.4015, 1.6954], [2.0467, -1.3882, 0.3256], [2.7984, -0.1653, 0.0901], [0.0741, -0.7805, 1.8098], [-0.4758, -0.0730, 0.7527], [-0.8789, 1.1003, 0.9835], [-1.4770, 2.0009, -0.0001], [-1.9571, 3.3183, 0.0528], [-2.3453, 3.6544, -1.2213], [-2.1414, 2.5306, -2.0238], [-1.6329, 1.5145, -1.2830], [-2.8679, 1.1371, 4.8391], [-1.3993, 1.7302, 4.0580], [-1.2282, 0.5805, 5.3547], [-2.5996, -0.0505, 2.5778], [-2.4956, -1.1353, 3.9440], [-0.3438, -1.5326, 5.0464], [1.7936, -2.5204, 4.8763], [2.8974, -2.4444, 2.6046], [1.3698, -1.6664, -0.4727], [2.7535, -2.2845, 0.2169], [2.2631, 0.8042, 0.3054], [3.1055, -0.0153, -0.9531], [3.7050, -0.1591, 0.6937], [-0.5879, 1.5199, 1.9554], [-1.9133, 3.9836, 0.8512], [-2.7577, 4.5601, -1.5503], [-2.1886, 2.4384, -3.0781], [1.7445, -3.5397, -5.2142], [1.1189, -1.9520, -4.9390], [0.9306, -1.0185, -5.9294], [0.3691, 0.2110, -5.5575], [-0.0891, 0.3810, -4.2334], [0.0826, -0.5095, -3.2888], [0.6216, -1.6917, -3.6775], [1.3796, -1.1300, -6.9457], [0.2892, 1.1405, -6.1945], [-0.4985, 1.3198, -3.9546], [0.7507, -2.3865, -2.9029]],
  "forces_ev_per_a": [[0.1, -0.4, 0.3], [1.3, 0.9, -0.2], [0.4, 0.9, -0.3], [-2.9, 2.4, -1.6], [0.3, -0.8, 1.5], [3.1, -1.7, -0.9], [-3.5, 1.8, 0.8], [0.8, -0.6, -1.5], [-0.2, -3.0, 0.7], [0.8, 3.0, -0.7], [0.9, -1.0, 1.5], [-0.1, -1.4, -1.8], [-0.2, 3.0, 0.3], [-0.2, -1.0, 0.0], [0.7, -1.0, -0.1], [-0.1, -0.8, -0.7], [0.8, -0.6, 1.3], [-0.1, 0.9, 0.0], [0.0, -0.3, -0.1], [-0.5, -0.8, 0.1], [-0.8, -0.2, -0.7], [0.8, -0.2, 0.5], [-0.3, -0.7, 0.1], [-0.9, 0.1, 1.1], [-0.3, 0.5, -0.5], [2.3, -1.1, -0.3], [-0.7, 0.5, -0.2], [-0.6, 1.1, 0.7], [0.2, -1.1, 0.1], [0.1, -0.4, 0.1], [0.1, 0.1, 0.1], [-0.6, 0.2, 0.0], [-0.1, 0.8, 1.4], [-0.4, 1.1, -0.3], [-0.5, -0.1, -0.8], [0.2, 0.2, -0.2], [-1.1, -0.5, 0.5], [0.9, 1.7, -1.4], [-0.4, 0.6, 0.3], [0.9, 0.5, -1.7], [0.2, -1.9, -0.2], [0.3, 1.3, 0.2], [-0.6, -0.1, 1.0], [0.1, -1.6, 0.4], [-0.4, 0.6, 0.3], [0.1, -1.0, 0.8]],
  "gap_ev": 7.0148,
  "multiplicity": 1,
  "total_charge": 0
}